DFT (ωB97M-V/def2-TZVPD) results for a 2-piece molecular cluster, H4S4 overall.

- E (Ha) = -1595.1177
- strongest force on any atom (eV Å⁻¹) = 0.962
- E_LUMO (Ha) = 0.0037
- charge = 0
- energy above the lowest of the compared OMol25 structures with the same formula, charge and spin (eV) = 0.2395
- SMILES = SS.SS

```
8
H4S4 ωB97M-V/def2-TZVPD
S -2.631 0.753 -0.868
S -1.161 -0.662 -1.130
H -1.986 1.879 -1.261
H -1.362 -1.114 0.141
S 2.524 -0.946 1.362
S 2.138 0.815 0.325
H 1.345 -1.142 1.909
H 1.133 0.416 -0.478
```

These are the Mulliken partial charges, in e, on atoms 1 to 5:
1. S -0.15
2. S -0.21
3. H 0.16
4. H 0.20
5. S -0.16